No. 1
{
  "formula": "C8H10N4S",
  "method": "wB97M-V/def2-TZVPD",
  "elements": ["C", "C", "C", "C", "C", "C", "C", "C", "N", "N", "N", "N", "S", "H", "H", "H", "H", "H", "H", "H", "H", "H", "H"],
  "xyz": [[2.7150, 2.7365, -0.3161], [1.4771, 2.2897, -0.1917], [2.9919, 0.6611, 0.1448], [-1.6223, -0.5336, -0.8867], [-0.7709, -0.3994, 0.3233], [-3.9319, -0.0595, -0.0610], [0.6761, 0.0016, 0.2354], [0.8161, -2.5961, 0.7391], [3.6113, 1.7275, -0.0991], [1.5816, 0.9458, 0.1617], [-2.9509, -0.3012, -0.9764], [0.4996, -1.2316, 0.4071], [-3.9324, 0.1659, 1.5576], [2.9559, 3.7892, -0.5309], [0.6160, 2.8735, -0.3709], [3.5517, -0.2062, 0.3299], [-1.2090, -0.8021, -1.7407], [-1.3520, -0.0255, 1.2918], [-4.9458, 0.0198, -0.6968], [0.3692, -2.6491, 1.7121], [0.0833, -3.3277, 0.1525], [1.9622, -2.6843, 0.7418], [-3.1916, -0.3943, -1.9269]],
  "atomic_forces_ev_per_a": [[0.050, 1.701, -0.198], [-0.434, 0.722, -0.072], [0.139, 1.460, 0.046], [-3.576, 1.847, 4.439], [-1.147, 1.186, 1.955], [-4.656, 1.153, 0.835], [-0.082, 0.447, -0.382], [-0.399, -1.267, -0.366], [1.729, 0.310, -0.259], [-0.235, -1.826, -0.232], [5.885, -1.046, 0.465], [-1.661, 0.766, -0.905], [0.486, -0.334, -1.816], [0.265, -0.876, 0.058], [-1.147, -0.126, 0.175], [-0.294, -1.665, 0.420], [2.029, -1.221, -4.062], [1.373, -1.326, -1.874], [2.087, -0.220, 1.738], [0.475, -0.573, 1.089], [2.347, 1.476, 0.550], [-1.992, -0.487, -0.215], [-1.241, -0.101, -1.390]],
  "mulliken_charge": [-0.38, -0.21, -0.07, -0.16, -0.05, -0.01, 0.55, -0.59, -0.40, -0.06, -0.06, -0.03, -0.05, 0.39, 0.40, 0.34, 0.60, 0.24, 0.32, 0.39, 0.27, 0.28, 0.30],
  "homo_lumo_gap_ha": [0.227, 0.227],
  "smiles": "C[N+]1=C(n2ccnc2)[C@H]1/C=[NH+]\\C=S",
  "e_tot_ha": -927.2160,
  "de_lowest_kcal_mol": 80.60,
  "charge": 2
}


No. 2
{
  "formula": "C8H10NO2",
  "method": "wB97M-V/def2-TZVPD",
  "elements": ["C", "C", "C", "C", "C", "C", "C", "C", "N", "O", "O", "H", "H", "H", "H", "H", "H", "H", "H", "H", "H"],
  "xyz": [[2.2549, -1.9372, -1.1525], [0.9484, -2.4186, -1.1364], [2.4851, -0.6104, -0.8154], [-0.0764, -1.5636, -0.8063], [1.4139, 0.2019, -0.4940], [-1.9091, 1.0049, 1.7937], [-1.1793, 2.2553, 1.2778], [-1.0137, 0.5997, -0.2406], [0.1692, -0.2804, -0.5035], [-1.8102, 0.0746, 0.7099], [-0.6953, 1.8738, -0.0222], [3.0719, -2.5858, -1.4292], [0.7271, -3.4424, -1.3929], [3.4845, -0.2077, -0.8037], [-1.1130, -1.8683, -0.7929], [1.5318, 1.2458, -0.2396], [-1.4312, 0.5654, 2.6742], [-2.9665, 1.1771, 1.9991], [-1.8367, 3.1175, 1.1611], [-0.3229, 2.5298, 1.8996], [-1.7327, 0.2684, -1.6864]],
  "atomic_forces_ev_per_a": [[-0.209, 0.235, 0.092], [0.021, 0.158, 0.061], [-0.132, -0.180, -0.014], [-0.002, -0.398, -0.093], [0.461, 0.173, 0.017], [-0.035, 0.247, 0.500], [-0.195, 0.263, 0.586], [-2.510, -1.450, -4.364], [0.513, -0.091, 0.253], [0.257, -0.064, -0.101], [0.278, -0.258, -0.206], [0.069, -0.033, 0.000], [-0.059, -0.047, 0.018], [0.043, 0.111, -0.007], [-0.017, 0.052, -0.018], [-0.093, -0.034, -0.026], [-0.084, 0.126, -0.129], [0.149, -0.008, -0.041], [0.094, -0.117, -0.051], [-0.145, -0.031, -0.116], [1.596, 1.345, 3.639]],
  "mulliken_charge": [-0.03, -0.76, -0.78, 0.05, 0.14, -0.29, -0.26, -0.06, 0.16, -0.33, -0.41, 0.43, 0.41, 0.41, 0.48, 0.46, 0.26, 0.27, 0.27, 0.26, 0.31],
  "homo_lumo_gap_ha": 0.344,
  "e_tot_ha": -515.7494,
  "de_lowest_kcal_mol": 63.10,
  "charge": 1
}


No. 3
{
  "formula": "C8H10O",
  "method": "wB97M-V/def2-TZVPD",
  "elements": ["C", "C", "C", "C", "C", "C", "C", "C", "H", "H", "H", "H", "H", "H", "H", "H", "H", "H", "O"],
  "xyz": [[-2.0181, -0.4479, 0.8121], [-0.6557, -1.1833, 1.0223], [0.2736, -0.3221, 0.2605], [1.3525, 0.6009, 0.9175], [1.6671, -0.1771, -0.3065], [1.4774, 0.8131, -1.4615], [0.2319, 1.1460, -1.6433], [-0.6106, 0.1391, -0.8759], [-2.8409, -1.1938, 0.5698], [-2.3781, 0.2203, 1.6642], [-0.6176, -2.2317, 0.6486], [-0.4484, -1.2480, 2.1324], [1.0316, 1.6230, 0.7968], [1.7804, 0.3320, 1.8728], [2.3714, -0.9971, -0.3221], [2.3508, 1.2760, -1.9021], [-0.2884, 1.8190, -2.2984], [-0.8302, -0.6669, -1.5779], [-1.8487, 0.4985, -0.3094]],
  "atomic_forces_ev_per_a": [[-1.303, 0.502, -0.273], [0.160, -1.310, 1.808], [1.097, 0.474, -0.337], [-1.876, 0.113, -0.107], [-0.176, 0.030, -0.577], [2.000, -0.561, 0.234], [-2.340, -0.804, 0.117], [0.055, 1.350, 0.224], [0.875, 0.937, 0.221], [0.690, -1.188, -0.822], [-0.573, 0.620, 0.103], [-0.042, 0.104, -1.205], [0.870, 0.445, 0.062], [-0.343, -0.323, 0.086], [0.325, 0.282, -0.021], [-0.030, -0.015, -0.173], [0.475, 0.458, -0.283], [0.279, -0.628, -0.004], [-0.143, -0.486, 0.947]],
  "mulliken_charge": [-0.34, -0.57, 0.47, -0.83, -0.38, -0.53, -0.91, 0.48, 0.24, 0.28, 0.24, 0.30, 0.25, 0.31, 0.39, 0.41, 0.43, 0.22, -0.46],
  "homo_lumo_gap_ha": 0.373,
  "smiles": "C1=C[C@H]2C[C@]23CCO[C@@H]13",
  "e_tot_ha": -385.9614,
  "de_lowest_kcal_mol": 70.55,
  "charge": 0
}


No. 4
{
  "formula": "C8H10O2",
  "method": "wB97M-V/def2-TZVPD",
  "elements": ["C", "C", "C", "C", "C", "C", "C", "C", "H", "H", "H", "H", "H", "H", "H", "H", "H", "H", "O", "O"],
  "xyz": [[0.1341, 2.2047, -0.5479], [0.1615, 2.4309, 0.8103], [1.0995, 1.7728, 1.6133], [2.0558, 0.9113, 1.0280], [2.0082, 0.6915, -0.3212], [1.0445, 1.3176, -1.1248], [-1.3707, -1.9772, -0.4449], [-2.2494, -3.0745, 0.0683], [-0.6753, 2.6383, -1.1291], [-0.6225, 3.0104, 1.3075], [0.9556, 1.8292, 2.6993], [2.7986, 0.4672, 1.5976], [2.6757, -0.0249, -0.8456], [0.9518, 1.0220, -2.1537], [-0.4363, -0.4159, 0.0550], [-2.5990, -3.7509, -0.7085], [-1.6334, -3.5772, 0.8005], [-3.1524, -2.7492, 0.5594], [-0.9219, -1.9339, -1.5945], [-1.0235, -1.0799, 0.5109]],
  "atomic_forces_ev_per_a": [[-0.135, -0.306, -0.681], [0.078, -0.409, 1.204], [-0.190, -0.409, -0.154], [-1.686, 1.636, 0.034], [0.077, -0.475, -1.848], [-0.199, -0.021, 0.758], [0.850, 0.219, -2.021], [-0.142, -0.068, -0.108], [0.255, 0.006, -0.109], [0.337, -0.035, -0.327], [0.525, 0.134, -0.435], [1.134, -0.920, 1.161], [-0.321, 0.566, 0.710], [0.054, 0.142, -0.309], [-0.503, -0.626, 0.545], [0.558, 0.047, -0.160], [-0.043, -0.488, 0.258], [-0.074, 0.568, 0.391], [-0.850, 0.175, 2.192], [0.276, 0.264, -1.102]],
  "mulliken_charge": [-0.23, -0.29, -0.32, -0.45, -0.24, -0.52, 0.77, -1.06, 0.33, 0.32, 0.32, 0.45, 0.30, 0.36, 0.38, 0.31, 0.27, 0.33, -0.56, -0.44],
  "homo_lumo_gap_ha": 0.384,
  "smiles": "c1ccccc1.CC(=O)O",
  "e_tot_ha": -461.3286,
  "de_lowest_kcal_mol": 6.25,
  "charge": 0
}


No. 5
{
  "formula": "C8H10O2",
  "method": "wB97M-V/def2-TZVPD",
  "elements": ["C", "C", "C", "C", "C", "C", "C", "C", "O", "O", "H", "H", "H", "H", "H", "H", "H", "H", "H", "H"],
  "xyz": [[1.6598, -0.8551, 0.4975], [0.5395, -1.7123, 0.5219], [1.5928, 0.4678, 0.2780], [-0.6741, -1.3166, 0.1255], [-0.2531, -0.0253, -2.1235], [0.2044, 0.9836, 0.0073], [-0.7861, -0.0503, -0.6249], [-0.3322, 1.2203, 1.4488], [-0.9562, 0.2544, -3.0713], [-2.1220, 0.4079, -0.5723], [2.6598, -1.2758, 0.7211], [0.7208, -2.7766, 0.7908], [2.4707, 1.0885, 0.4351], [-1.6177, -1.8105, 0.4097], [0.8415, -0.2625, -2.2719], [0.1643, 1.8928, -0.5442], [-0.1646, 0.2066, 1.9127], [-1.4485, 1.2262, 1.5517], [-0.0272, 2.1306, 1.8864], [-2.4719, 0.2062, -1.3785]],
  "atomic_forces_ev_per_a": [[3.173, 0.914, -0.358], [-0.971, -2.426, -0.283], [-0.561, -1.320, -0.463], [0.007, -0.816, 0.174], [-0.612, -0.942, -0.163], [-1.254, 0.332, 1.911], [1.040, 1.601, -1.007], [-2.271, -2.233, -0.261], [0.455, -0.138, 1.103], [2.067, 0.951, 3.143], [-0.759, 0.138, 0.012], [-0.368, 0.988, 0.452], [-0.366, 0.163, -0.173], [0.664, -0.130, -0.665], [-0.783, 0.180, 0.279], [0.039, 0.734, -0.652], [0.534, 1.648, 0.594], [0.705, 0.460, -0.793], [1.061, 0.525, 0.860], [-1.799, -0.631, -3.709]],
  "mulliken_charge": [-0.28, -0.32, -0.67, -0.93, -0.11, -0.32, 1.09, -1.22, -0.50, -0.57, 0.38, 0.34, 0.42, 0.32, 0.35, 0.62, 0.33, 0.29, 0.40, 0.36],
  "homo_lumo_gap_ha": 0.319,
  "smiles": "C[C@H]1C=CC=C[C@]1(O)C=O",
  "e_tot_ha": -461.2261,
  "de_lowest_kcal_mol": 70.53,
  "charge": 0
}